Version one
Computed, not measured: 8 unconnected molecules or ions with the total composition C5H26N2O7, with wB97M-V/def2-TZVPD.

Calculated values
* SMILES: CCC/C(N)=C/N.O.O.O.O.O.O.O
* spin multiplicity: 1
* gap between HOMO and LUMO: 0.2874 Eh
* LUMO level: 0.011 hartree

Element x y z (Å)
N 0.914 1.584 0.884
H 2.776 0.588 3.468
O 0.030 2.300 -3.480
H 2.852 2.129 3.186
H 1.855 -0.880 -1.244
H 2.049 1.073 -1.796
H -2.338 -0.015 -0.614
H -4.451 -1.120 -1.154
H 1.503 -0.428 0.849
H -0.830 0.204 -2.238
H -2.969 -1.967 1.562
H 0.624 0.745 3.109
C -0.583 -1.807 0.181
H -0.719 2.614 -2.983
H -2.255 -2.325 3.205
C -0.458 -0.310 0.152
C -0.812 -2.382 1.606
C 0.694 0.239 0.573
O -3.874 -1.778 -0.768
O -0.555 -0.411 -2.938
H -1.649 1.326 0.054
H 3.002 2.141 -2.407
H -3.666 -2.348 -1.529
H 0.345 2.260 0.422
O 3.057 1.264 2.846
C -2.101 -1.883 2.216
H -0.121 -0.195 3.949
H 1.129 -0.611 -2.525
O 2.040 -0.534 -2.126
O 2.198 2.051 -1.873
H -0.657 -3.456 1.488
O 0.547 0.470 4.039
H 0.283 -2.308 -0.257
H 0.840 2.422 -2.934
N -1.464 0.479 -0.476
H -1.463 -2.166 -0.342
H 0.027 -2.044 2.222
H -0.296 0.165 -3.660
H 1.867 1.854 1.049
H -2.097 -0.827 2.525

Charges computed using Löwdin, reported in e: N 0.07; H 0.03; O -0.07; H 0.04; H 0.02; H 0.00; H 0.07; H 0.04; H 0.13; H 0.00; H 0.06; H 0.00; C -0.17; H 0.03; H 0.07; C -0.35; C -0.24; C -0.20; O -0.05; O -0.07; H 0.09; H 0.07; H 0.06; H 0.07; O -0.05; C -0.11; H 0.01; H 0.03; O -0.07; O -0.10; H 0.11; O -0.05; H 0.11; H 0.00; N 0.09; H 0.09; H 0.09; H 0.03; H 0.06; H 0.07


Version two
Computed, not measured: 8 unconnected molecules or ions with the total composition C5H26N2O7, with wB97M-V/def2-TZVPD.

Calculated values
* SMILES: C=NCC[C@@H](C)N.O.O.O.O.O.O.O
* spin multiplicity: 1
* gap between HOMO and LUMO: 0.3518 Eh
* LUMO level: 0.008 hartree

Element x y z (Å)
H -1.545 2.317 1.506
H 0.328 2.344 -1.600
O -2.445 1.819 -2.584
H 1.253 2.377 -2.876
H -1.589 2.097 -2.940
C -1.203 1.763 0.636
O 0.418 2.035 -2.527
H 2.405 -0.554 -0.257
H 1.524 2.313 0.729
O 2.628 1.945 2.103
H -3.052 -0.316 2.075
H 0.251 0.250 -3.184
H 2.117 -3.264 2.368
H -1.534 -0.907 2.097
H 0.629 0.366 -0.695
H -0.915 -1.929 0.578
H 2.499 1.005 1.871
O 0.705 -0.439 -3.699
H 1.226 0.077 -4.317
C 1.254 -1.682 1.153
N 2.397 -0.885 0.695
C -0.244 -0.166 -0.316
C 1.532 -3.160 1.436
H -4.128 -1.566 -0.478
H 1.221 3.787 0.305
H -1.480 2.156 -0.338
H -2.565 0.894 -2.830
C 0.048 -1.615 0.174
O 1.007 2.870 0.103
O -4.331 -1.956 0.373
H 3.298 -1.169 1.045
H 0.763 -0.986 1.849
N -0.636 0.648 0.838
O -2.477 -1.082 2.113
H -3.530 -1.973 0.938
H 2.145 -3.456 0.607
H -1.030 -0.186 -1.076
H 0.667 -3.658 1.907
H 2.190 2.086 2.956
H 0.200 -2.199 -0.739

Charges computed using Löwdin, reported in e: H 0.08; H 0.02; O -0.07; H 0.08; H 0.01; C -0.05; O -0.09; H 0.08; H 0.02; O -0.06; H 0.06; H -0.02; H 0.07; H 0.01; H 0.08; H 0.09; H 0.02; O -0.08; H 0.03; C -0.44; N 0.04; C -0.22; C -0.06; H 0.02; H 0.07; H 0.06; H 0.04; C -0.15; O -0.08; O -0.08; H 0.08; H 0.11; N -0.04; O -0.06; H -0.01; H 0.08; H 0.11; H 0.09; H 0.07; H 0.12


Which of them is most stable, and which least? Most stable: version one; least stable: version two.


Version one
Computed, not measured: CH5N3O in the gas phase, with wB97M-V/def2-TZVPD.

Calculated values
* SMILES: NNC(N)=O
* spin multiplicity: 1
* gap between HOMO and LUMO: 0.4048 Eh
* LUMO level: 0.027 hartree

Element x y z (Å)
N 1.958 0.027 -0.267
H -1.973 -1.179 0.244
C -0.428 0.358 0.003
H 1.745 0.886 -0.822
N -1.747 -0.302 -0.340
O -0.382 1.499 0.001
H 2.295 0.102 0.737
N 0.485 -0.422 0.213
H -2.242 0.429 0.401
H 0.289 -1.400 -0.170

Charges computed using Löwdin, reported in e: N 0.08; H 0.08; C -0.85; H 0.08; N 0.06; O 0.11; H 0.09; N 0.03; H 0.14; H 0.17


Version two
Computed, not measured: CH5N3O in the gas phase, with wB97M-V/def2-TZVPD.

Calculated values
* SMILES: N/N=C/NO
* spin multiplicity: 1
* gap between HOMO and LUMO: 0.3510 Eh
* LUMO level: 0.039 hartree

Element x y z (Å)
H 1.115 -1.408 -0.461
H -0.414 1.692 0.045
N 1.311 0.596 -0.188
C -0.074 0.667 -0.003
H -2.712 -0.989 0.169
O 1.842 -0.710 0.144
H 1.848 1.164 0.483
H -2.456 0.529 0.679
N -2.175 -0.126 -0.081
N -0.805 -0.372 -0.024

Charges computed using Löwdin, reported in e: H 0.21; H 0.12; N -0.09; C -0.25; H 0.09; O -0.17; H 0.13; H 0.08; N -0.05; N -0.08


Which of them is most stable, and which least? Most stable: version one; least stable: version two.


Version one
Computed, not measured: CH5N3O in the gas phase, with wB97M-V/def2-TZVPD.

Calculated values
* SMILES: N/N=C/NO
* spin multiplicity: 1
* gap between HOMO and LUMO: 0.3398 Eh
* LUMO level: 0.035 hartree

Element x y z (Å)
H 0.455 -0.719 -2.191
N -0.602 -0.204 1.411
O 0.440 0.466 2.146
C -0.316 -0.284 0.020
H -0.099 1.299 2.386
H -0.728 -1.207 -0.372
H 1.008 0.880 -2.460
N 0.202 0.680 -0.667
H -0.635 -1.220 1.740
N 0.274 0.310 -2.013

Charges computed using Löwdin, reported in e: H 0.09; N -0.10; O -0.10; C -0.25; H 0.13; H 0.11; H 0.08; N -0.03; H 0.14; N -0.07


Version two
Computed, not measured: CH5N3O in the gas phase, with wB97M-V/def2-TZVPD.

Calculated values
* SMILES: [H]/N=C(/N)NO
* spin multiplicity: 1
* gap between HOMO and LUMO: 0.3758 Eh
* LUMO level: 0.026 hartree

Element x y z (Å)
N -0.401 1.365 0.055
H 0.171 1.750 -0.754
N 0.756 -0.591 -0.545
C -0.363 -0.078 -0.173
N -1.459 -0.684 0.323
O 1.745 0.065 0.313
H 0.844 -1.534 -0.264
H -1.416 1.458 -0.222
H 1.441 -0.109 1.205
H -1.318 -1.642 0.063

Charges computed using Löwdin, reported in e: N 0.07; H 0.11; N 0.02; C -0.59; N 0.10; O -0.03; H 0.12; H 0.10; H 0.09; H 0.01


Version three
Computed, not measured: a molecular structure, CH5N3O, with wB97M-V/def2-TZVPD.

Calculated values
* spin multiplicity: 1
* gap between HOMO and LUMO (spin up / spin down): 0.2831 / 0.2835 Eh
* LUMO level (spin up / spin down): 0.000 / 0.000 hartree

Element x y z (Å)
C 1.678 0.359 -0.101
N -1.890 -0.855 0.111
H 1.742 1.042 -0.953
N -0.930 0.058 0.204
H -1.503 -1.840 -0.103
H 1.314 1.080 0.733
N 0.765 -0.695 -0.211
H -2.782 -0.410 -0.043
H 2.728 0.011 0.058
O -1.121 1.250 0.304

Charges computed using Löwdin, reported in e: C -0.33; N 0.12; H 0.04; N -0.29; H 0.16; H 0.09; N -0.01; H 0.11; H 0.08; O 0.02


Which of them is most stable, and which least? Most stable: version two; least stable: version three.


Version one
Computed, not measured: a molecular structure, C4H9NS, with wB97M-V/def2-TZVPD.

Calculated values
* spin multiplicity: 1
* gap between HOMO and LUMO: 0.3144 Eh
* LUMO level: 0.009 hartree

Element x y z (Å)
N 0.137 -2.504 0.725
H 0.599 -1.713 -1.337
H -1.311 0.018 -1.570
H -1.070 1.269 1.274
C -0.862 1.192 0.238
H 2.512 -0.137 0.337
H 1.047 2.076 0.809
C 0.724 1.356 0.184
H -1.392 2.079 -0.152
H 1.186 1.475 -0.953
S 0.332 -1.159 0.023
H -0.012 -3.266 0.048
C -1.170 -0.088 -0.448
C 1.261 0.063 0.813
H -1.982 -0.661 0.012

Charges computed using Löwdin, reported in e: N -0.35; H 0.07; H 0.12; H 0.09; C -0.27; H 0.15; H 0.04; C -0.32; H 0.11; H 0.15; S 0.76; H 0.00; C -0.28; C -0.36; H 0.08


Version two
Computed, not measured: 2 unconnected molecules or ions with the total composition C4H9NS, with wB97M-V/def2-TZVPD.

Calculated values
* spin multiplicity: 1
* gap between HOMO and LUMO (spin up / spin down): 0.2639 / 0.2639 Eh
* LUMO level (spin up / spin down): -0.011 / -0.011 hartree

Element x y z (Å)
H 0.368 -1.589 1.050
H 1.098 -3.274 -0.848
H 0.938 1.683 3.012
C -1.290 1.769 -0.288
H -2.101 1.181 -0.602
H 1.649 -1.775 -1.685
C 0.899 -2.312 -1.244
S -0.004 0.594 2.663
N 0.182 -0.109 -0.422
H 0.682 1.605 0.648
C -0.065 1.086 -0.008
H -1.129 2.767 -0.983
C 0.408 -1.339 -0.120
H 0.056 -2.450 -1.876
H -1.692 2.163 0.703

Charges computed using Löwdin, reported in e: H 0.12; H 0.06; H -0.23; C -0.11; H 0.05; H 0.05; C -0.02; S 0.08; N 0.04; H 0.07; C -0.32; H 0.15; C -0.09; H 0.07; H 0.09


Version three
Computed, not measured: C4H9NS in the gas phase, with wB97M-V/def2-TZVPD.

Calculated values
* SMILES: C[C@]1(N)C[C@H]1S
* spin multiplicity: 1
* gap between HOMO and LUMO: 0.3615 Eh
* LUMO level: 0.033 hartree

Element x y z (Å)
C -1.008 -0.508 -1.376
H -0.064 1.664 1.268
H 2.829 0.741 1.366
H -0.820 0.311 -2.155
C 1.060 0.284 -0.055
H -0.217 1.987 -0.509
H -0.763 -1.504 -1.714
S 2.118 -0.341 1.293
H 1.533 0.327 -1.023
C -0.069 1.298 0.269
C -0.390 -0.162 -0.001
H -2.096 -0.443 -1.269
N -0.920 -1.001 1.041
H -0.643 -0.706 1.952
H -0.550 -1.948 0.912

Charges computed using Löwdin, reported in e: C -0.04; H 0.09; H -0.18; H 0.10; C -0.56; H 0.08; H 0.07; S 0.74; H 0.09; C -0.07; C -0.60; H 0.07; N 0.06; H 0.05; H 0.09


Which of them is most stable, and which least? Most stable: version three; least stable: version one.


Version one
Computed, not measured: C4H9NS in the gas phase, with wB97M-V/def2-TZVPD.

Calculated values
* SMILES: SCC[C@@H]1CN1
* spin multiplicity: 1
* gap between HOMO and LUMO: 0.3729 Eh
* LUMO level: 0.034 hartree

Element x y z (Å)
H 0.243 1.825 -2.316
H -1.110 0.300 -0.761
C 0.173 0.691 -2.355
C 1.096 0.479 0.040
C 0.739 -0.156 -1.296
S -1.061 -0.309 1.742
C 0.747 -0.461 1.262
H 1.419 -0.288 2.170
H 0.628 1.517 0.135
H 2.232 0.644 0.073
H 0.493 0.465 -3.357
N -0.686 -0.197 -1.575
H -0.998 0.985 1.932
H 1.412 -0.988 -1.623
H 0.929 -1.452 1.004

Charges computed using Löwdin, reported in e: H 0.12; H 0.04; C -0.18; C -0.25; C -0.39; S 0.69; C -0.50; H 0.09; H 0.12; H 0.12; H 0.09; N 0.03; H -0.17; H 0.15; H 0.03


Version two
Computed, not measured: C4H9NS in the gas phase, with wB97M-V/def2-TZVPD.

Calculated values
* SMILES: C=NSC(C)C
* spin multiplicity: 1
* gap between HOMO and LUMO: 0.2740 Eh
* LUMO level: -0.018 hartree

Element x y z (Å)
N 1.827 0.029 0.485
H 0.521 -1.657 0.590
H -0.796 0.619 1.120
H -1.863 1.446 -0.998
S 0.692 0.753 -0.530
H -1.286 -2.507 0.045
H -2.932 0.110 -0.462
C -0.789 0.049 0.049
C 2.786 1.137 1.041
H 3.102 2.251 0.773
H 3.053 0.624 1.926
H -0.203 -1.570 -1.108
C -1.847 0.362 -0.931
C -0.461 -1.462 -0.061
H -1.804 -0.183 -1.939

Charges computed using Löwdin, reported in e: N -0.36; H 0.07; H 0.15; H 0.05; S 0.80; H 0.16; H 0.13; C -0.79; C -0.02; H 0.10; H 0.00; H 0.02; C -0.20; C -0.21; H 0.11


Which of them is most stable, and which least? Most stable: version one; least stable: version two.


Version one
Computed, not measured: C4H9NS in the gas phase, with wB97M-V/def2-TZVPD.

Calculated values
* SMILES: CSC[C@H]1CN1
* spin multiplicity: 1
* gap between HOMO and LUMO: 0.3545 Eh
* LUMO level: 0.039 hartree

Element x y z (Å)
H -2.949 -1.379 -0.968
H 2.261 1.991 0.814
C -2.691 -1.079 0.064
H -2.218 -1.947 0.611
S -1.676 0.422 0.223
H -0.143 -0.708 -1.278
C 1.957 0.983 0.764
H 1.973 0.500 1.740
C -0.079 -0.286 -0.228
C 1.029 0.714 -0.387
H 2.955 0.802 -1.071
H -3.708 -0.836 0.608
H 0.161 -1.054 0.488
H 0.747 1.603 -0.933
N 2.384 0.272 -0.448

Charges computed using Löwdin, reported in e: H 0.03; H 0.08; C -0.45; H 0.04; S 0.77; H 0.10; C -0.13; H 0.11; C -0.50; C -0.42; H 0.08; H 0.06; H 0.07; H 0.13; N 0.02


Version two
Computed, not measured: C4H9NS in the gas phase, with wB97M-V/def2-TZVPD.

Calculated values
* spin multiplicity: 1
* gap between HOMO and LUMO (spin up / spin down): 0.2430 / 0.3282 Eh
* LUMO level (spin up / spin down): -0.030 / 0.026 hartree

Element x y z (Å)
H 1.320 0.262 -0.972
C 0.690 0.831 -0.417
H 0.927 1.798 -0.394
H -0.692 -1.366 -1.498
N 0.976 -0.965 1.484
H -1.751 -0.137 -2.498
H 1.685 -1.322 0.872
H -1.382 1.369 -0.125
C -1.307 -0.535 -1.456
H -0.099 0.662 1.722
H -2.186 -0.847 -0.841
C 0.898 0.407 1.112
C -0.789 0.641 -0.734
S -0.134 -1.811 2.413
H 1.844 1.014 1.331

Charges computed using Löwdin, reported in e: H 0.07; C -0.18; H 0.05; H 0.04; N -0.57; H 0.12; H 0.07; H 0.11; C -0.13; H 0.11; H 0.08; C -0.30; C -0.15; S 0.55; H 0.13


Which of them is most stable, and which least? Most stable: version one; least stable: version two.